1.
Below is a molecular structure, C4H8, with properties calculated with ωB97M-V with the def2-TZVPD basis set.

Each line ends with the Löwdin spin population.
Element x y z (Å)
C  -0.73338  -1.08564  -0.77066  0.218
C  -1.06774  -0.15409  0.26206  0.124
C  -1.64010  0.73805  -0.62981  0.188
C  -1.04411  -0.20060  1.62792  0.396
H  0.01063  -0.85401  -1.52844  0.005
H  -1.40588  -1.89693  -1.04158  0.010
H  5.51518  0.73636  -0.28687  0.000
H  -2.52736  1.28978  -0.32332  0.007
H  -1.24338  1.00010  -1.60512  0.017
H  -1.45220  0.60442  2.22290  0.016
H  6.21640  0.87717  -0.07307  0.000
H  -0.62806  -1.05460  2.14597  0.018

Calculated values
LUMO level (spin up / spin down), eV: -6.525 / -7.507
Spin multiplicity: 2
Orbital gap (spin up / spin down), eV: 8.18 / 8.92
Charge: +1
HOMO (spin up / spin down), eV: -14.71 / -16.42

---

2.
Below is a molecular structure, C4H8BClF3NO7PPbS, with properties calculated with ωB97M-V with the def2-TZVPD basis set.

Each line ends with the Mulliken charge.
Element x y z (Å)
C  -2.03291  1.32431  -2.15399  -0.946
B  -1.47912  -0.03244  -1.65100  0.213
O  -0.86734  -0.85847  -2.53139  -0.492
C  -1.58284  -0.44283  -0.11147  -0.265
O  -0.82420  0.60314  0.49659  -0.556
P  0.27573  0.06170  1.56429  0.764
Cl  1.70556  -0.54054  3.06130  -0.264
S  1.91396  0.36587  0.05914  1.397
O  2.38035  -0.84188  -0.44935  -0.599
O  1.36770  1.19821  -0.93236  -0.610
C  3.36580  1.38007  0.72273  0.438
F  2.91981  2.71641  1.03902  -0.278
F  4.20627  1.51649  -0.18696  -0.137
F  3.95084  0.95312  1.75615  -0.164
O  0.06157  -1.48765  1.18936  -0.429
C  -0.90956  -1.73272  0.21264  0.067
O  -1.74065  -2.73065  0.73487  -0.313
N  -1.96589  -3.75890  -0.25507  0.191
O  -2.70474  -4.54405  0.11358  -0.305
H  -2.42664  1.93600  -1.37631  0.302
H  -1.21544  1.83782  -2.61249  0.301
H  -2.78507  1.17730  -2.89292  0.347
H  -0.08757  -0.41181  -2.85942  0.319
H  -2.61575  -0.42884  0.15862  0.375
H  -0.69448  0.07321  2.58552  0.234
H  0.45494  1.59820  1.99195  -0.475
H  -0.44827  -2.15379  -0.65184  0.575
Pb  1.77794  3.22275  2.97881  1.312

Calculated values
LUMO level, eV: -7.331
Orbital gap, eV: 4.97
Charge: +1
HOMO, eV: -12.31

---

Energy relative to the best compared isomer or geometry (same formula, charge and spin) / kcal per mole: 73.1 0.0
Molar mass / g mol⁻¹: 56.11 555.61
Energy / Eh: -156.73850 -2455.23981